A molecular structure, C3H3N3O, computed with the ωB97M-V functional and the def2-TZVPD basis.

Properties
**Kohn-Sham gap**: 0.3787 hartree
**ΔE to the lowest compared entry with this formula, charge and spin**: 103.1 kcal/mol
**DFT total energy**: -9672.9814 eV
**E_HOMO**: -9.63 eV

```
! RIJCOSX wB97M-V def2-TZVPD def2/J DEFGRID3
* xyz 0 1
N 2.2952 -0.5675 0.7413
C 1.2007 -0.6812 0.2166
N -1.0241 2.0218 -0.0606
N -1.1925 1.2311 -1.0089
O -0.8737 1.0855 0.9638
C -1.1035 0.0996 -0.0744
C -0.0167 -0.8953 -0.2423
H 3.0187 -0.1049 0.1937
H -2.0856 -0.3682 0.0408
H -0.2185 -1.8209 -0.7700
*
```

The molecule's Löwdin atomic charges, reported in e, are given here:
1 N 0.175
2 C -0.160
3 N 0.049
4 N 0.069
5 O -0.069
6 C -0.358
7 C -0.051
8 H 0.088
9 H 0.147
10 H 0.110



C3H3N3O in the gas phase, computed with the ωB97M-V functional and the def2-TZVPD basis.

Properties
**Kohn-Sham gap**: 0.3630 hartree
**ΔE to the lowest compared entry with this formula, charge and spin**: 94.2 kcal/mol
**DFT total energy**: -9673.3682 eV
**E_HOMO**: -9.78 eV
**SMILES string**: Oc1cnncn1

```
! RIJCOSX wB97M-V def2-TZVPD def2/J DEFGRID3
* xyz 0 1
O -0.9567 1.7420 -0.4392
C -0.3932 0.5598 -0.2166
C -0.2029 -0.4160 -1.1970
N 0.4661 -1.5262 -0.9272
N 1.0618 -1.7272 0.2680
C 0.7789 -0.8112 1.2204
N -0.0203 0.2679 0.9823
H -0.9788 2.2194 0.4115
H -0.6221 -0.2779 -2.1860
H 0.8608 -0.0253 2.0904
*
```

The molecule's Löwdin atomic charges, reported in e, are given here:
1 O 0.110
2 C -0.410
3 C -0.057
4 N 0.030
5 N 0.015
6 C -0.151
7 N 0.059
8 H 0.133
9 H 0.118
10 H 0.153



C3H3N3O in the gas phase, computed with the ωB97M-V functional and the def2-TZVPD basis.

Properties
**Kohn-Sham gap (spin up / spin down)**: 0.2523 / 0.2525 hartree
**ΔE to the lowest compared entry with this formula, charge and spin**: 165.2 kcal/mol
**DFT total energy**: -9670.2912 eV
**E_HOMO (spin up / spin down)**: -7.97 / -7.97 eV

```
! RIJCOSX wB97M-V def2-TZVPD def2/J DEFGRID3
* xyz 0 1
C -2.3901 -0.1821 -0.0364
C 0.3483 -1.2416 -1.1183
C 0.2167 0.9101 0.3967
N -3.1378 -0.8642 0.5047
N 0.7363 -0.6818 -0.1805
N -1.8692 0.7219 -0.7015
O -0.6295 1.3523 -0.5190
H 0.2864 -1.6471 -2.0863
H -0.2186 0.3398 1.2514
H 1.1047 1.5051 0.6176
*
```

The molecule's Löwdin atomic charges, reported in e, are given here:
1 C -0.551
2 C 0.150
3 C -0.097
4 N 0.104
5 N 0.120
6 N 0.016
7 O -0.093
8 H 0.096
9 H 0.125
10 H 0.130



C3H3N3O in the gas phase, computed with the ωB97M-V functional and the def2-TZVPD basis.

Properties
**Kohn-Sham gap**: 0.3463 hartree
**ΔE to the lowest compared entry with this formula, charge and spin**: 120.7 kcal/mol
**DFT total energy**: -9672.2192 eV
**E_HOMO**: -9.21 eV
**SMILES string**: [H]/N=N\[C@@H]1OC1=C=N

```
! RIJCOSX wB97M-V def2-TZVPD def2/J DEFGRID3
* xyz 0 1
H 0.1120 0.5192 -1.6252
N -0.7496 1.0717 -1.8336
N -1.6263 0.8637 -0.9916
C -1.3382 -0.0754 0.0802
O -0.9848 0.5364 1.3210
C -0.0285 -0.2231 0.6543
C 1.2276 -0.5234 0.7644
N 2.3720 -0.9520 0.9382
H -2.0852 -0.8654 0.1445
H 3.1011 -0.3516 0.5479
*
```

The molecule's Löwdin atomic charges, reported in e, are given here:
1 H 0.059
2 N 0.096
3 N -0.007
4 C -0.264
5 O 0.071
6 C -0.224
7 C -0.099
8 N 0.146
9 H 0.148
10 H 0.074



C3H3N3O in the gas phase, computed with the ωB97M-V functional and the def2-TZVPD basis.

Properties
**Kohn-Sham gap**: 0.2903 hartree
**ΔE to the lowest compared entry with this formula, charge and spin**: 103.9 kcal/mol
**DFT total energy**: -9672.9484 eV
**E_HOMO**: -7.49 eV

```
! RIJCOSX wB97M-V def2-TZVPD def2/J DEFGRID3
* xyz 0 1
O 1.9500 -0.3385 -0.1162
C 0.6109 -0.1110 -0.0438
C 0.2866 1.2923 0.1293
N -0.9547 1.6675 0.0438
N -2.0491 1.9613 -0.0286
C -1.1742 -1.8388 -0.4145
N -0.2488 -1.0385 -0.0792
H 2.0891 -1.2779 -0.2994
H 1.0345 2.0480 0.3169
H -1.5444 -2.3646 0.4919
*
```

The molecule's Löwdin atomic charges, reported in e, are given here:
1 O 0.070
2 C -0.408
3 C -0.057
4 N -0.097
5 N 0.242
6 C 0.019
7 N -0.016
8 H 0.120
9 H 0.122
10 H 0.006



2 unconnected molecules or ions with the total composition C3H3N3O, computed with the ωB97M-V functional and the def2-TZVPD basis.

Properties
**Kohn-Sham gap**: 0.3663 hartree
**ΔE to the lowest compared entry with this formula, charge and spin**: 77.4 kcal/mol
**DFT total energy**: -9674.0990 eV
**E_HOMO**: -9.98 eV

```
! RIJCOSX wB97M-V def2-TZVPD def2/J DEFGRID3
* xyz 0 1
C 0.1605 -0.1107 -1.8066
C 0.8020 0.0671 -0.6338
C -0.0432 1.0695 2.6092
N -1.1609 -0.4824 -1.4619
N -1.2027 -0.5686 -0.1714
N 0.0109 -0.3607 0.3413
O -1.1454 0.9727 2.8303
H 0.5278 0.2049 -2.7265
H 1.7590 0.3759 -0.2666
H 0.2920 -1.1677 1.2859
*
```

The molecule's Löwdin atomic charges, reported in e, are given here:
1 C -0.115
2 C -0.181
3 C -0.031
4 N 0.012
5 N -0.063
6 N -0.119
7 O 0.028
8 H 0.071
9 H 0.105
10 H 0.293